# 1
Computed, not measured: a single C6H9NO2 molecule, with ωB97M-V/def2-TZVPD.

Summary:
E_HOMO (spin up / spin down)   -0.287 / -0.287 Eh
SMILES   CC(=C=N)[C@@H](C)C(=O)O
E_LUMO (spin up / spin down)   -0.6 / -0.6 eV

ORCA input file:
```
! wB97M-V def2-TZVPD RIJCOSX def2/J DEFGRID3
* xyz 0 1
H 0.776 -1.593 1.481
C -0.265 -0.250 -0.746
C 1.015 0.071 -1.020
H 2.824 0.470 -1.339
O 0.674 2.345 0.913
C -0.533 -0.057 0.675
N 1.914 0.370 -1.794
H -0.955 -1.985 1.475
H -0.295 -0.850 2.674
H -0.081 2.485 0.322
O 1.941 0.661 1.638
C -1.347 -0.438 -1.760
H -2.147 0.292 -1.595
C 0.985 1.024 1.006
H -0.979 -0.328 -2.782
C -0.223 -1.184 1.637
H -1.796 -1.433 -1.675
H -1.506 0.399 0.890
*
```

***

# 2
Computed, not measured: 17 unconnected molecules or ions with the total composition C102H215N17O8, with ωB97M-V/def2-TZVPD.

Summary:
E_HOMO   -0.295 Eh
E_LUMO   -1.0 eV

ORCA input file:
```
! wB97M-V def2-TZVPD RIJCOSX def2/J DEFGRID3
* xyz 0 1
H -26.806 -6.915 -8.459
H -27.443 -6.359 -3.383
H -32.026 -10.866 0.005
H -30.881 -10.566 -1.987
H -38.875 -11.466 -6.606
H -26.690 -16.615 -9.017
C -26.668 -3.453 -6.162
C -32.403 -8.799 -4.308
C -40.754 -11.714 -5.506
H -40.621 -8.126 -9.088
H -32.295 -3.772 -6.899
H -33.178 -8.029 -0.580
C -32.844 -9.062 -2.899
C -29.063 -2.547 -9.991
H -29.360 -4.553 -1.862
H -30.947 -9.600 -9.721
H -33.323 -10.614 -9.506
C -30.577 -9.520 -2.009
N -28.517 -8.267 -6.050
C -34.298 -12.134 -5.671
C -27.805 -0.591 -5.909
C -38.678 -8.763 -6.883
H -27.878 0.386 -5.431
H -34.287 -5.308 -11.650
N -22.748 -11.658 -6.042
C -32.037 0.316 -6.713
O -27.970 -11.951 -8.581
H -36.156 -3.893 -8.235
H -31.343 -6.751 -13.109
C -23.548 -11.219 -7.165
C -39.551 -10.858 -6.006
H -22.739 -7.806 -5.114
H -27.961 -14.163 0.207
C -37.802 -8.458 -5.630
H -33.930 -0.531 -4.884
H -35.399 -7.472 -8.024
C -30.794 -8.855 -8.954
C -23.060 -9.017 -10.674
H -37.183 -9.305 -5.337
H -29.743 -1.704 -10.109
H -25.605 -6.698 -5.566
H -25.786 -14.249 -4.080
H -23.256 -5.742 -3.446
H -35.281 -2.461 -11.785
H -31.917 -13.275 -10.191
H -35.037 -12.914 -5.858
H -29.425 -13.728 -6.966
C -34.016 -11.314 -6.945
H -26.572 -9.176 -13.222
C -29.819 -14.302 -6.127
C -28.388 -4.616 -11.056
H -29.487 -6.269 -1.943
C -33.032 -7.872 -13.450
O -27.545 -8.862 -6.401
H -29.183 -15.866 -12.536
H -26.066 -4.885 -7.601
H -33.663 -2.849 -11.182
H -35.992 -4.789 -11.846
H -24.307 -10.250 -11.990
C -21.368 -11.135 -6.119
H -25.885 -0.106 -6.559
H -38.074 -9.171 -7.694
H -24.893 -7.275 -4.086
C -25.753 -4.504 -1.662
C -24.593 -1.353 -8.532
H -41.485 -10.533 -7.605
H -31.823 -9.623 -4.723
H -34.908 -10.697 -7.049
H -24.771 -9.763 -0.360
H -26.601 -2.700 -2.713
H -20.759 -11.152 -8.245
H -22.472 -6.574 -8.606
C -27.636 -5.461 -2.797
H -31.509 -3.182 -10.797
N -25.649 -9.090 -10.835
H -24.789 -3.421 -7.844
H -37.129 -7.636 -5.873
H -22.497 -4.902 -8.824
C -26.908 -12.357 0.242
H -26.601 -12.715 -3.897
H -29.617 -8.305 -0.588
C -27.917 -16.439 -10.796
H -35.539 -10.602 -10.742
H -22.389 -4.305 -6.756
H -30.446 -5.634 -9.402
C -30.665 -7.210 -6.841
H -27.319 -4.643 -3.444
H -32.738 2.107 -5.702
C -33.622 -9.124 -13.442
H -26.616 -14.231 1.312
H -23.841 -3.595 -4.382
O -35.244 -5.657 -4.513
H -33.923 -6.356 -2.482
H -31.065 -14.136 -8.887
C -32.020 -13.712 -9.197
H -31.355 0.117 -7.539
H -25.992 -10.753 -13.141
C -27.359 -16.003 -9.604
C -35.519 -6.398 -8.169
H -30.176 -16.044 -7.391
C -32.462 -2.785 -6.467
N -29.369 -3.564 -10.981
H -23.520 -1.236 -8.684
H -34.672 -9.195 -13.686
H -27.054 -14.273 -8.344
C -28.676 -15.610 -11.618
H -27.917 -6.470 -12.237
C -28.298 -13.828 -10.031
C -27.605 -1.989 -9.953
C -22.874 -5.670 -8.148
C -33.450 -2.698 -1.365
H -22.513 -3.458 -3.259
C -36.093 -3.709 -9.308
H -22.056 -3.447 -4.923
H -34.594 0.840 -5.798
C -37.529 -3.626 -9.857
H -32.578 -6.429 -7.516
N -33.739 -12.160 -8.144
H -28.583 -9.613 -1.229
H -27.743 -9.341 -10.995
C -31.808 -7.177 -7.637
H -39.197 -7.882 -7.261
C -22.794 -3.856 -4.234
H -27.071 -2.782 -9.430
H -31.858 -7.862 -4.416
H -30.933 -10.855 -12.213
H -26.184 -9.465 -8.857
C -28.862 -14.316 -11.192
H -28.338 -0.492 -6.854
H -25.758 -11.165 -7.455
C -34.502 -3.223 -11.768
C -34.250 -0.192 -5.870
C -26.033 -10.227 -1.977
H -28.769 -16.317 -6.613
H -27.555 -12.176 -0.616
H -42.244 -8.860 -9.000
C -32.241 1.832 -6.633
H -32.252 -13.345 -7.193
N -25.612 -11.716 0.020
C -29.659 -8.936 -8.155
H -27.412 -4.185 -11.278
H -22.869 -8.779 -9.628
H -31.677 -11.889 -8.008
H -23.324 -7.577 -6.726
N -35.194 -4.686 -9.934
H -26.423 -14.314 -0.525
N -33.396 -11.624 -13.157
H -25.369 -11.052 2.070
H -22.906 -11.692 2.158
N -26.928 -5.383 -1.575
C -26.763 -13.792 -3.922
H -32.288 -1.705 -8.346
C -29.734 -15.852 -6.413
H -27.775 -10.515 -13.119
H -23.649 -10.134 -7.143
H -21.488 -10.055 -6.199
H -35.582 -2.764 -9.491
N -23.121 -5.859 -5.603
H -25.312 -10.748 -2.607
C -26.480 -6.753 -1.225
H -34.652 -11.421 -4.927
H -24.492 -10.769 -10.320
H -31.523 -0.118 -5.856
H -27.033 -10.577 -2.230
H -33.157 -10.659 -6.799
H -23.491 -12.222 -2.835
H -22.195 -9.595 -11.001
H -25.119 -2.357 -1.926
H -25.025 -0.358 -8.419
H -25.908 -1.130 -5.107
H -36.427 -6.161 -7.615
C -26.846 -7.370 -9.449
H -31.657 -8.251 0.073
H -20.841 -11.277 -5.175
H -33.179 -2.939 -5.661
C -33.772 -5.313 -2.245
H -41.705 -7.887 -7.685
C -24.898 -2.407 -7.458
O -36.078 -3.701 -4.431
C -20.539 -11.644 -7.298
H -22.983 -12.501 0.711
C -23.459 -7.235 -5.700
O -29.424 -11.697 -10.199
C -27.538 -14.659 -9.229
N -35.351 -4.568 -4.039
H -28.205 -5.102 -10.098
N -39.894 -9.546 -6.591
H -30.889 -14.098 -6.085
C -31.080 -4.760 -9.547
C -29.544 -12.630 -4.389
H -27.879 -7.629 -9.681
C -30.919 -8.841 -12.674
C -22.300 -5.391 -6.763
H -33.709 -12.107 -10.312
C -23.426 -11.634 1.202
H -21.899 -12.162 -3.348
H -33.697 -8.399 -2.752
H -31.172 -4.634 -11.643
O -28.644 -7.820 -4.936
H -30.067 -9.375 -2.961
H -26.429 -7.698 0.712
C -35.589 -0.924 -6.183
C -29.580 -9.357 -0.870
H -25.264 -12.517 -6.522
C -26.327 -0.992 -6.104
H -23.029 -13.341 -4.092
C -25.872 -8.623 -9.476
H -36.407 -6.465 -10.100
C -32.375 -8.765 -0.566
H -33.172 -10.095 -2.785
C -31.503 -10.063 -12.677
H -38.167 -2.905 -9.346
H -33.827 -2.129 -8.013
H -24.934 -8.411 -8.963
H -32.457 -5.777 -0.665
H -38.473 -8.099 -4.850
H -26.574 -2.615 -0.943
C -29.113 -5.406 -2.494
N -29.136 -13.956 -4.902
C -26.026 -2.954 -1.822
H -29.536 -6.282 -11.665
N -31.831 -8.718 -1.890
H -33.663 -7.009 -13.600
H -33.247 -1.694 -1.021
C -23.368 -11.302 -4.790
H -27.976 -11.418 -5.378
H -29.696 -5.284 -3.407
C -26.921 -13.862 0.333
C -24.946 -11.885 -7.351
H -39.985 -10.321 -8.527
C -24.384 -9.895 -10.962
H -31.523 -2.515 -5.984
H -30.594 -6.517 -6.016
C -32.919 -3.720 -0.637
H -25.232 -4.797 -2.574
H -23.032 -8.042 -11.160
H -29.422 -13.638 -11.819
H -27.771 -4.358 -7.833
H -29.232 -2.987 -9.008
H -20.708 -12.709 -7.460
H -37.667 -3.303 -10.888
H -21.258 -5.706 -6.699
H -33.615 -10.683 -0.515
C -29.626 -8.108 -7.072
C -28.684 -5.719 -12.046
H -26.109 -5.960 0.815
H -27.526 -1.054 -9.397
H -34.706 -6.646 -10.078
H -36.139 -0.631 -7.077
H -21.585 -5.714 -4.204
C -31.824 -7.989 -8.729
H -23.104 -10.288 -4.492
H -26.878 -10.827 -10.723
H -27.388 -13.650 -5.974
C -22.902 -12.314 -3.747
H -32.116 -5.080 -9.657
H -27.039 -1.896 -10.880
H -29.201 -12.593 -3.355
O -34.636 -11.726 -13.430
C -35.511 -6.070 -9.621
C -30.795 -4.004 -10.837
C -32.989 -4.978 -1.162
H -29.841 -10.055 -0.074
C -26.831 -9.878 -11.257
H -27.505 -15.242 -5.221
H -34.074 -3.315 -12.766
H -30.632 -12.686 -4.338
C -26.813 -10.139 -12.771
H -32.423 -3.415 0.272
C -27.006 -4.636 -7.108
H -25.914 -3.841 -5.477
C -24.876 -7.403 -5.169
C -32.830 -10.130 -0.001
H -24.450 -11.251 -4.907
H -25.008 -12.411 -8.304
H -27.078 -14.123 -2.933
H -29.426 -11.514 -6.208
C -25.984 -6.848 0.195
H -27.508 -11.941 1.051
H -27.834 -17.502 -10.971
H -19.483 -11.663 -7.028
H -33.298 -8.704 -4.923
C -35.469 -11.032 -9.743
H -23.963 -5.619 -8.138
H -41.135 -12.433 -6.231
H -29.416 -10.468 -4.780
H -27.341 -7.420 -1.192
C -25.711 -10.303 -0.478
H -26.025 -9.216 -2.384
H -31.056 -4.138 -8.652
H -35.839 -10.268 -9.059
H -24.957 -1.595 -9.530
H -38.004 -4.583 -9.640
C -32.959 -1.730 -7.487
H -27.580 -3.256 -5.600
H -36.274 -0.887 -5.336
H -28.987 -5.198 -12.954
H -25.075 -12.755 1.813
H -25.726 -7.118 -1.923
N -33.238 -0.356 -6.978
C -32.840 -10.235 -13.117
H -30.376 -16.469 -5.783
H -34.640 -2.096 -3.005
H -34.725 -5.863 -7.648
H -27.379 -5.521 -6.591
H -28.348 -1.237 -5.219
C -31.715 -7.763 -13.039
C -29.050 -11.410 -5.190
H -24.897 -6.925 0.154
C -41.352 -8.598 -8.432
H -22.950 -11.497 -8.033
H -25.175 -8.445 -5.286
C -33.974 -11.486 -9.456
C -40.662 -9.849 -7.815
H -36.144 -11.882 -9.640
C -34.214 -2.959 -2.514
O -32.729 -12.603 -12.849
H -26.457 -9.764 0.106
H -40.525 -12.215 -4.566
H -29.889 -8.659 -12.405
C -27.682 -14.177 -5.066
H -38.982 -10.618 -5.107
H -23.072 -10.764 0.649
C -32.373 -12.724 -8.081
H -32.782 -14.490 -9.252
H -32.848 2.215 -7.454
C -22.635 -5.433 -4.286
H -24.136 -2.291 -6.687
H -35.334 -1.975 -6.315
H -41.631 -11.107 -5.282
H -33.366 -12.559 -5.299
N -26.258 -2.241 -6.872
N -28.576 -12.393 -9.564
H -33.179 -9.943 1.015
H -25.098 -4.596 -0.795
C -24.950 -11.770 1.364
H -32.623 -7.871 -9.446
H -26.474 -6.665 -10.192
C -35.036 -4.566 -11.373
H -28.836 -9.613 -8.330
C -34.467 -4.267 -2.928
H -31.258 2.297 -6.568
*
```

***

# 3
Computed, not measured: a molecular structure, C6H16N2O, with ωB97M-V/def2-TZVPD.

Summary:
E_HOMO   -0.319 Eh
E_LUMO   0.8 eV

ORCA input file:
```
! wB97M-V def2-TZVPD RIJCOSX def2/J DEFGRID3
* xyz 0 1
H 2.226 0.687 -0.885
H 0.344 2.012 -0.637
H -2.122 -1.724 0.154
C 1.979 -0.282 -1.312
H -0.074 2.857 0.852
H -1.630 1.296 1.381
H 1.129 -1.721 1.585
C -2.206 1.145 0.087
C -0.406 -0.786 -0.451
H -2.416 2.211 0.017
H -3.051 0.587 0.489
N -1.125 -1.813 0.311
O -0.876 -0.460 -1.582
H 2.596 -1.218 1.042
H -1.950 0.706 -0.935
H -0.576 0.161 1.609
H 1.153 -2.149 -0.749
H 2.920 -0.802 -1.508
H 1.209 1.641 0.874
C -0.744 0.785 0.733
H 1.455 -0.138 -2.255
N 1.600 -1.031 1.010
C 1.112 -1.112 -0.371
H -0.792 -2.747 0.098
C 0.244 1.896 0.442
*
```

***

# 4
Computed, not measured: a single C4H10OS molecule, with ωB97M-V/def2-TZVPD.

Summary:
E_HOMO   -0.333 Eh
SMILES   OCCCCS
E_LUMO   0.7 eV

ORCA input file:
```
! wB97M-V def2-TZVPD RIJCOSX def2/J DEFGRID3
* xyz 0 1
C -0.126 -0.807 -0.736
H -0.655 -1.234 -1.617
C -1.096 -0.516 0.486
H -0.010 0.988 3.253
S 0.953 0.507 -2.950
O -0.659 0.457 2.728
H -1.476 -1.401 0.848
C 0.469 0.533 -1.225
H -0.253 1.278 -0.923
H 0.603 -1.611 -0.588
H 0.088 1.118 0.956
H 1.357 0.640 -0.659
H -1.942 0.139 0.233
H 2.108 -0.003 -2.822
C -0.170 0.243 1.451
H 0.811 -0.332 1.565
*
```